[1]
Density functional theory data (ωB97M-V with the def2-TZVPD basis set) for a 5-piece molecular cluster, C35H30F4N2O2 overall at a distorted geometry.

Output
**E**: -54726.9455 eV
**Total charge**: 0
**HOMO-LUMO gap**: 8.9 eV

Each atom is followed by the atoms it is bonded to, with distances in Å.
Atoms and positions in Å:
1 O 2.075 0.783 2.517  C2 1.207
2 C 1.119 1.185 3.134  O1 1.207, O3 1.372, C4 1.530
3 O 0.982 0.882 4.465  C2 1.372, H16 0.969
4 C 0.005 2.063 2.561  C2 1.530, C5 1.577, H17 1.097, H18 1.102
5 C -1.230 1.201 2.092  C4 1.577, C6 1.537, H19 1.096, H20 1.101
6 C -0.673 -0.052 1.399  C5 1.537, C7 1.435, N15 1.315
7 C -0.940 -1.359 1.927  C6 1.435, N8 1.317, H21 1.093
8 N -0.522 -2.500 1.419  C7 1.317, C9 1.367
9 C 0.254 -2.278 0.316  N8 1.367, C10 1.437, C14 1.408
10 C 0.824 -3.420 -0.344  C9 1.437, C11 1.364, H22 1.093
11 C 1.597 -3.291 -1.461  C10 1.364, C12 1.441, H23 1.093
12 C 1.874 -1.994 -2.024  C11 1.441, C13 1.365, H24 1.087
13 C 1.338 -0.900 -1.406  C12 1.365, C14 1.429, H25 1.095
14 C 0.531 -1.010 -0.231  C9 1.408, C13 1.429, N15 1.365
15 N 0.045 0.143 0.315  C6 1.315, C14 1.365
16 H 1.392 0.021 4.632  O3 0.969
17 H 0.423 2.659 1.740  C4 1.097
18 H -0.340 2.727 3.371  C4 1.102
19 H -1.903 0.954 2.921  C5 1.096
20 H -1.714 1.787 1.295  C5 1.101
21 H -1.559 -1.417 2.826  C7 1.093
22 H 0.662 -4.436 0.026  C10 1.093
23 H 2.054 -4.153 -1.952  C11 1.093
24 H 2.478 -1.830 -2.912  C12 1.087
25 H 1.507 0.100 -1.817  C13 1.095
26 F 1.996 -3.087 -4.651  C27 1.349
27 C 2.494 -3.062 -5.904  F26 1.349, C28 1.381, C32 1.381
28 C 3.285 -4.107 -6.337  C27 1.381, C29 1.388, H33 1.082
29 C 3.792 -4.081 -7.629  C28 1.388, C30 1.389, H34 1.082
30 C 3.509 -3.008 -8.464  C29 1.389, C31 1.389, H35 1.083
31 C 2.715 -1.963 -8.011  C30 1.389, C32 1.388, H36 1.082
32 C 2.198 -1.990 -6.724  C27 1.381, C31 1.388, H37 1.083
33 H 3.500 -4.930 -5.668  C28 1.082
34 H 4.408 -4.897 -7.983  C29 1.082
35 H 3.909 -2.987 -9.470  C30 1.083
36 H 2.498 -1.125 -8.660  C31 1.082
37 H 1.570 -1.189 -6.355  C32 1.083
38 F -0.148 6.305 0.265  C39 1.346
39 C 0.634 6.579 1.326  F38 1.346, C40 1.381, C44 1.381
40 C 0.502 7.796 1.966  C39 1.381, C41 1.388, H45 1.082
41 C 1.307 8.074 3.062  C40 1.388, C42 1.389, H46 1.082
42 C 2.239 7.139 3.496  C41 1.389, C43 1.389, H47 1.083
43 C 2.363 5.923 2.838  C42 1.389, C44 1.387, H48 1.082
44 C 1.552 5.638 1.749  C39 1.381, C43 1.387, H49 1.082
45 H -0.224 8.514 1.608  C40 1.082
46 H 1.208 9.020 3.577  C41 1.082
47 H 2.869 7.360 4.348  C42 1.083
48 H 3.091 5.195 3.172  C43 1.082
49 H 1.628 4.692 1.228  C44 1.082
50 F -1.203 -1.047 4.937  C51 1.350
51 C -1.801 -1.862 5.832  F50 1.350, C52 1.381, C56 1.380
52 C -2.188 -3.127 5.436  C51 1.381, C53 1.388, H57 1.083
53 C -2.799 -3.965 6.358  C52 1.388, C54 1.389, H58 1.082
54 C -3.023 -3.525 7.656  C53 1.389, C55 1.389, H59 1.083
55 C -2.632 -2.247 8.035  C54 1.389, C56 1.388, H60 1.082
56 C -2.011 -1.410 7.119  C51 1.380, C55 1.388, H61 1.082
57 H -2.011 -3.450 4.417  C52 1.083
58 H -3.100 -4.962 6.064  C53 1.082
59 H -3.504 -4.179 8.372  C54 1.083
60 H -2.810 -1.903 9.045  C55 1.082
61 H -1.691 -0.414 7.398  C56 1.082
62 F -4.501 -0.464 -6.104  C63 1.347
63 C -3.684 -0.215 -5.063  F62 1.347, C64 1.382, C68 1.382
64 C -3.755 1.010 -4.428  C63 1.382, C65 1.388, H69 1.082
65 C -2.915 1.264 -3.352  C64 1.388, C66 1.389, H70 1.082
66 C -2.012 0.296 -2.933  C65 1.389, C67 1.389, H71 1.084
67 C -1.950 -0.929 -3.584  C66 1.389, C68 1.388, H72 1.083
68 C -2.795 -1.190 -4.654  C63 1.382, C67 1.388, H73 1.082
69 H -4.460 1.754 -4.776  C64 1.082
70 H -2.965 2.217 -2.842  C65 1.082
71 H -1.354 0.497 -2.095  C66 1.084
72 H -1.242 -1.681 -3.258  C67 1.083
73 H -2.768 -2.142 -5.169  C68 1.082

Atom charges from the Löwdin analysis, given in e for atoms 1 to 2: O 0.10; C -0.51

***

[2]
Density functional theory data (ωB97M-V with the def2-TZVPD basis set) for a 2-piece molecular cluster, C3H9S2 overall at a distorted geometry.

Output
**E**: -24927.5438 eV
**Relative energy (zero: lowest compared OMol25 entry of this formula, charge and spin)**: 27.76 kcal per mole
**Total charge**: -1
**HOMO-LUMO gap**: 5.2 eV

Each atom is followed by the atoms it is bonded to, with distances in Å.
Atoms and positions in Å:
1 C -0.479 1.423 -1.669  S2 1.804, H3 1.089, H4 1.093, H5 1.101
2 S -2.056 2.224 -2.023  C1 1.804
3 H -0.076 1.564 -0.667  C1 1.089
4 H 0.324 1.715 -2.350  C1 1.093
5 H -0.519 0.323 -1.697  C1 1.101
6 C 1.670 -0.396 1.145  S7 1.873, H9 1.086, H10 1.074, H11 1.080
7 S 0.419 -1.630 1.793  C6 1.873, C8 1.803
8 C -0.999 -1.125 0.798  S7 1.803, H12 1.093, H13 1.091, H14 1.082
9 H 1.855 -0.752 0.136  C6 1.086
10 H 1.152 0.542 1.218  C6 1.074
11 H 2.576 -0.508 1.721  C6 1.080
12 H -1.553 -0.190 0.910  C8 1.093
13 H -1.600 -2.025 0.928  C8 1.091
14 H -0.714 -1.164 -0.245  C8 1.082

Atom charges from the Löwdin analysis, given in e for atoms 1 to 2: C -0.82; S -0.05

***

[3]
Density functional theory data (ωB97M-V with the def2-TZVPD basis set) for one molecule with the formula C5H10O2.

Output
**E**: -9441.7198 eV
**Relative energy (zero: lowest compared OMol25 entry of this formula, charge and spin)**: 30.51 kcal per mole
**Total charge**: 0
**HOMO-LUMO gap**: 10.6 eV

Each atom is followed by the atoms it is bonded to, with distances in Å.
Atoms and positions in Å:
1 C 2.062 -0.046 -0.498  C2 1.517, H8 1.094, H9 1.094, H10 1.094
2 C 0.795 0.198 0.300  C1 1.517, O3 1.441, C6 1.537, H11 1.103
3 O 0.089 1.263 -0.365  C2 1.441, C4 1.426
4 C -1.319 1.089 -0.226  O3 1.426, C5 1.521, H12 1.101, H13 1.095
5 C -1.481 -0.057 0.761  C4 1.521, C6 1.534, H14 1.097, H15 1.092
6 C -0.253 -0.917 0.435  C2 1.537, C5 1.534, O7 1.414, H16 1.094
7 O -0.411 -1.687 -0.740  C6 1.414, H17 0.966
8 H 2.524 0.930 -0.673  C1 1.094
9 H 1.850 -0.500 -1.470  C1 1.094
10 H 2.782 -0.676 0.033  C1 1.094
11 H 1.072 0.508 1.321  C2 1.103
12 H -1.761 0.850 -1.206  C4 1.101
13 H -1.782 2.015 0.131  C4 1.095
14 H -1.375 0.339 1.779  C5 1.097
15 H -2.433 -0.584 0.682  C5 1.092
16 H -0.031 -1.630 1.235  C6 1.094
17 H -0.330 -1.095 -1.499  O7 0.966

Atom charges from the Löwdin analysis, given in e for atoms 1 to 2: C -0.03; C -0.34